1.
The following is a quantum chemistry calculation of a gas-phase ion, C4H9N2S2 (charge +1) in a non-equilibrium geometry, from the Open Molecules 2025 dataset.

```
17
Properties=species:S:1:pos:R:3:nbo_charge:R:1
C 1.569 0.347 0.832 0.17
C -1.761 -0.760 -0.238 -0.23
C -1.664 0.703 -0.808 -0.51
C 0.619 -0.527 -0.501 -0.16
N 1.931 1.466 0.440 -0.70
N -0.442 -1.289 -0.077 -0.64
S 1.886 -0.174 2.439 0.19
S 0.066 0.777 -1.536 0.23
H -2.269 -0.610 0.716 0.23
H -2.267 -1.482 -1.100 0.22
H -2.384 0.851 -1.670 0.27
H -1.658 1.442 0.022 0.23
H 1.441 -1.035 -1.091 0.27
H 1.559 1.710 -0.471 0.41
H 2.601 2.177 0.730 0.44
H 1.159 -1.286 2.478 0.17
H -0.385 -2.311 -0.165 0.42
```

## Properties
**Relative energy (zero: lowest compared OMol25 entry of this formula, charge and spin)**: 46.2 kcal/mol
**Electronic energy**: -1063.390837 hartree
**Total charge**: +1

2.
The following is a quantum chemistry calculation of a single C4H9NO2 molecule in a non-equilibrium geometry, from the Open Molecules 2025 dataset.

```
16
Properties=species:S:1:pos:R:3:nbo_charge:R:1
C -2.648 0.217 0.254 -0.24
C 2.360 1.101 -0.210 -0.24
C 0.575 -0.738 -0.134 0.45
N 0.538 -2.081 -0.032 -0.84
C -0.260 0.260 -0.181 -0.04
O -1.622 -0.318 -0.541 -0.58
O 1.847 -0.047 0.411 -0.57
H 1.045 -2.499 0.734 0.41
H -0.284 -2.538 -0.399 0.42
H -0.271 1.335 -0.176 0.21
H -2.534 -0.044 1.315 0.16
H -3.593 -0.186 -0.114 0.19
H -2.686 1.313 0.173 0.16
H 1.875 2.004 0.185 0.16
H 3.428 1.136 0.013 0.19
H 2.231 1.084 -1.299 0.18
```

## Properties
**Relative energy (zero: lowest compared OMol25 entry of this formula, charge and spin)**: 97.2 kcal/mol
**Electronic energy**: -362.930570 hartree
**Structure (SMILES)**: CO/C=C(\N)OC

3.
The following is a quantum chemistry calculation of a single C22H23N3O3S molecule in a non-equilibrium geometry, from the Open Molecules 2025 dataset.

```
52
Properties=species:S:1:pos:R:3:nbo_charge:R:1
C -6.324 0.319 -1.870 -0.62
C -4.842 0.019 -1.712 -0.08
O -4.716 -1.028 -0.760 -0.49
C -3.489 -1.337 -0.297 0.34
C -3.445 -2.202 0.802 -0.28
C -2.242 -2.536 1.381 -0.15
C -1.050 -2.007 0.887 -0.21
C -1.088 -1.213 -0.255 -0.18
C -2.291 -0.877 -0.844 -0.24
H -2.290 -0.246 -1.716 0.22
H -0.169 -0.860 -0.700 0.22
C 0.220 -2.323 1.577 0.68
O 0.528 -3.425 1.978 -0.59
N 1.085 -1.267 1.758 -0.63
C 0.858 0.074 1.508 0.34
C -0.223 0.905 1.736 -0.17
C 0.163 2.144 1.191 0.13
N 1.376 2.102 0.683 -0.26
N 1.799 0.843 0.878 -0.19
C 3.090 0.416 0.490 0.11
C 3.968 0.004 1.487 -0.23
C 5.226 -0.452 1.147 -0.20
C 5.601 -0.489 -0.183 -0.20
C 4.738 -0.069 -1.185 -0.01
C 3.459 0.393 -0.854 0.07
C 2.517 0.833 -1.930 -0.66
H 2.979 1.606 -2.542 0.22
H 2.272 -0.005 -2.583 0.22
H 1.600 1.238 -1.514 0.24
C 5.172 -0.117 -2.617 -0.63
H 4.498 -0.741 -3.202 0.22
H 6.178 -0.521 -2.701 0.22
H 5.161 0.880 -3.054 0.22
H 6.585 -0.847 -0.449 0.21
H 5.911 -0.773 1.916 0.22
H 3.665 0.064 2.523 0.22
C -0.840 3.226 1.243 -0.62
H -0.931 3.781 0.313 0.26
H -0.677 3.912 2.074 0.24
S -2.456 2.334 1.563 1.26
O -2.928 1.889 0.250 -1.00
C -1.577 0.864 2.325 -0.61
H -2.153 -0.028 2.090 0.26
H -1.571 1.031 3.404 0.23
H 2.012 -1.528 2.073 0.42
H -2.207 -3.187 2.241 0.23
H -4.376 -2.582 1.192 0.23
H -4.417 -0.298 -2.674 0.16
H -4.305 0.904 -1.351 0.21
H -6.740 0.640 -0.919 0.21
H -6.462 1.109 -2.603 0.21
H -6.853 -0.571 -2.199 0.21
```

## Properties
**Relative energy (zero: lowest compared OMol25 entry of this formula, charge and spin)**: 51.6 kcal/mol
**Electronic energy**: -1640.305060 hartree

4.
The following is a quantum chemistry calculation of a molecular structure, C32H61ClF2KLiMgN6O6PS in a non-equilibrium geometry, from the Open Molecules 2025 dataset.

```
113
Properties=species:S:1:pos:R:3:lowdin_charge:R:1
C 1.736 3.550 1.117 -0.12
C 1.198 2.512 0.020 -0.27
C -0.255 2.100 0.488 -0.19
C -1.146 1.351 -0.585 -0.29
C -1.091 1.970 -2.047 -0.32
C -0.587 0.869 -3.093 -0.29
C 0.981 0.702 -3.144 -0.21
C 1.590 -0.400 -2.180 -0.19
C 0.950 -1.840 -2.349 -0.14
C 1.882 -2.861 -1.568 -0.11
C 2.799 -3.688 -2.372 0.07
C 3.752 -4.656 -1.730 -0.31
N 4.683 -5.472 -2.349 -0.21
S 5.400 -6.237 -1.042 1.01
N 4.614 -5.587 0.245 -0.25
C 3.659 -4.690 -0.203 -0.21
C 2.751 -3.897 0.673 -0.01
C 2.697 -3.924 2.223 -0.13
C 3.520 -5.072 2.926 -0.13
C 5.046 -4.613 3.040 -0.14
F 5.470 -4.629 4.424 -0.12
C 1.821 -2.947 -0.043 -0.05
C 0.811 -2.070 0.787 -0.11
C -0.398 -2.953 1.370 -0.07
C -0.590 -4.286 0.570 -0.47
N -0.474 -5.560 1.266 0.12
O -0.852 -4.340 -0.620 0.06
H 2.828 3.773 1.007 0.07
H 1.150 4.508 0.974 0.08
H 1.474 3.175 2.144 0.08
H 1.943 1.670 0.009 0.09
H 1.243 3.057 -0.967 0.06
H -0.108 1.361 1.338 0.12
H -0.811 2.966 0.958 0.12
H -2.212 1.443 -0.230 0.06
H -0.950 0.251 -0.678 0.06
H -2.156 2.217 -2.349 0.01
H -0.519 2.940 -2.116 0.10
H -0.918 1.236 -4.113 0.12
H -1.093 -0.123 -2.968 0.01
H 1.378 0.493 -4.186 0.12
H 1.429 1.715 -2.855 0.01
H 2.697 -0.484 -2.415 0.12
H 1.524 -0.131 -1.094 0.08
H -0.110 -1.918 -1.986 0.12
H 0.973 -2.157 -3.424 0.12
H 2.781 -3.590 -3.492 0.12
H 3.051 -2.905 2.581 0.13
H 1.627 -4.004 2.612 0.09
H 3.408 -6.075 2.446 0.11
H 3.163 -5.172 3.994 0.11
H 5.685 -5.332 2.451 0.10
H 5.200 -3.575 2.617 0.12
H 1.354 -1.503 1.596 0.13
H 0.333 -1.306 0.121 0.07
H -0.224 -3.199 2.457 0.09
H -1.338 -2.329 1.284 0.13
H -1.404 -5.982 1.168 0.08
H -0.314 -5.381 2.278 0.01
C 0.246 -5.204 5.063 -0.48
O 0.375 -4.824 3.807 -0.30
H -0.471 -4.633 5.693 -0.01
H -0.098 -6.245 5.242 -0.12
H 1.156 -5.172 5.701 0.11
K -1.717 -6.073 6.083 0.68
Li 2.881 2.531 -2.785 0.84
F 5.105 -5.956 5.925 -0.32
O 3.599 -9.080 -0.179 -0.07
H 3.732 -8.150 0.041 -0.02
H 4.292 -9.270 -0.822 0.03
O 3.518 1.204 3.091 0.10
C 4.093 0.495 3.867 -0.49
O 4.973 -0.463 3.491 0.02
C 5.383 -1.214 4.641 -0.16
C 5.124 -0.304 5.826 -0.15
C 3.914 0.485 5.364 -0.08
H 4.793 -2.134 4.676 0.11
H 6.436 -1.477 4.553 0.13
H 4.966 -0.844 6.759 0.12
H 5.973 0.370 5.968 0.12
H 2.982 -0.030 5.606 0.13
H 3.909 1.496 5.766 0.13
O -3.553 6.817 -2.201 -0.31
P -4.345 5.813 -3.046 0.74
N -5.526 6.953 -3.572 -0.36
C -6.450 7.602 -2.659 -0.12
C -4.981 7.942 -4.498 -0.14
N -4.836 4.833 -1.734 -0.31
C -6.194 4.606 -1.288 -0.13
C -3.932 4.755 -0.591 -0.15
N -5.132 4.587 -4.085 -0.29
C -4.120 3.872 -4.875 -0.15
C -6.320 4.789 -4.905 -0.13
H -7.170 8.210 -3.215 0.08
H -5.941 8.243 -1.929 0.09
H -7.061 6.876 -2.125 0.05
H -4.425 7.442 -5.300 0.07
H -4.299 8.637 -3.996 0.08
H -5.777 8.516 -4.978 0.08
H -6.533 5.397 -0.610 0.08
H -6.264 3.656 -0.748 0.08
H -6.902 4.521 -2.112 0.07
H -4.044 5.622 0.073 0.08
H -2.893 4.706 -0.920 0.06
H -4.113 3.848 -0.006 0.08
H -3.718 4.506 -5.673 0.08
H -4.527 2.961 -5.319 0.08
H -3.287 3.569 -4.231 0.06
H -6.142 5.468 -5.746 0.08
H -7.161 5.161 -4.322 0.07
H -6.651 3.830 -5.317 0.09
Mg -0.893 -8.550 3.773 0.64
Cl -3.021 0.331 -2.211 0.24
```

## Properties
**Electronic energy**: -4242.029870 hartree
**Total charge**: +1

E_HOMO in eV, matching the order above: -13.27 -8.10 -8.39 -9.22
Frontier orbital gap in eV, matching the order above: 9.60 9.06 9.00 1.38